(1)
Entry from OMol25: a cluster of 9 separate species, C46H43Br4N7O14 in total in a non-equilibrium geometry (wB97M-V/def2-TZVPD).

Structure (XYZ):
```
114
Properties=species:S:1:pos:R:3
O -5.11 -1.45 -2.49
N -4.98 -2.66 -2.45
O -5.69 -3.44 -3.04
C -3.87 -3.22 -1.67
C -3.76 -4.60 -1.62
C -2.66 -5.18 -1.01
C -1.72 -4.36 -0.41
C -1.85 -2.98 -0.48
C -2.96 -2.40 -1.07
H -4.53 -5.20 -2.07
H -2.62 -6.26 -0.94
H -0.89 -4.77 0.17
H -1.12 -2.38 0.04
H -3.05 -1.32 -1.05
O -1.68 0.86 6.37
N -1.28 1.98 6.56
O -0.90 2.40 7.63
C -1.30 2.91 5.42
C -0.96 4.24 5.65
C -1.07 5.12 4.60
C -1.41 4.66 3.34
C -1.58 3.31 3.11
C -1.54 2.42 4.16
H -0.70 4.54 6.65
H -0.94 6.18 4.81
H -1.49 5.34 2.50
H -1.79 2.95 2.11
H -1.70 1.37 3.98
O 1.88 1.98 2.35
N 2.76 1.15 2.21
O 3.00 0.54 1.19
C 3.61 0.85 3.36
C 3.26 1.39 4.57
C 3.95 1.01 5.71
C 4.99 0.09 5.59
C 5.34 -0.42 4.35
C 4.64 -0.05 3.22
H 2.52 2.17 4.65
H 3.70 1.42 6.67
H 5.50 -0.30 6.47
H 6.13 -1.15 4.25
H 4.83 -0.54 2.28
O 3.68 1.32 -5.43
N 3.81 2.18 -6.28
O 4.87 2.66 -6.64
C 2.59 2.68 -6.94
C 1.37 2.16 -6.55
C 0.20 2.71 -7.04
C 0.29 3.70 -8.01
C 1.52 4.17 -8.43
C 2.69 3.65 -7.91
H 1.37 1.37 -5.82
H -0.74 2.35 -6.66
H -0.63 4.04 -8.48
H 1.55 4.92 -9.22
H 3.65 4.09 -8.15
O 1.15 -5.10 -2.55
N 1.66 -4.15 -2.02
O 1.72 -3.02 -2.49
C 2.26 -4.37 -0.70
C 2.34 -5.65 -0.21
C 2.97 -5.82 1.02
C 3.51 -4.75 1.71
C 3.41 -3.49 1.17
C 2.78 -3.28 -0.04
H 1.96 -6.51 -0.74
H 3.07 -6.83 1.42
H 3.99 -4.91 2.66
H 3.74 -2.61 1.73
H 2.54 -2.31 -0.42
O -0.99 2.50 -4.16
N -1.43 2.31 -3.05
O -2.40 2.89 -2.60
C -0.72 1.38 -2.19
C 0.34 0.70 -2.72
C 1.08 -0.14 -1.90
C 0.71 -0.32 -0.57
C -0.34 0.40 -0.04
C -1.06 1.27 -0.86
H 0.53 0.70 -3.79
H 1.87 -0.75 -2.33
H 1.29 -1.02 0.01
H -0.60 0.28 1.01
H -1.86 1.87 -0.44
O 0.55 -2.77 2.12
N 0.98 -2.13 3.06
O 1.01 -0.90 3.09
C 1.50 -2.88 4.19
C 1.27 -4.24 4.27
C 1.89 -4.97 5.28
C 2.60 -4.32 6.28
C 2.85 -2.95 6.15
C 2.23 -2.21 5.16
H 0.71 -4.73 3.49
H 1.72 -6.04 5.32
H 2.99 -4.81 7.16
H 3.56 -2.48 6.82
H 2.38 -1.15 5.05
Br -3.47 0.73 -6.09
C -5.06 1.87 -6.16
C -5.41 2.45 -4.81
Br -6.93 3.64 -5.10
H -5.81 1.21 -6.58
H -4.83 2.63 -6.89
H -4.58 3.05 -4.43
H -5.73 1.73 -4.07
Br -4.45 2.32 1.04
C -5.01 3.33 -0.53
C -4.24 4.61 -0.56
Br -4.76 5.62 -2.16
H -6.08 3.48 -0.42
H -4.87 2.67 -1.38
H -3.17 4.52 -0.65
H -4.53 5.24 0.27
```

For the total energy, the calculation gives -367646.77161 eV. As for the orbital gap: 8.54 eV.


(2)
Entry from OMol25: a structure of composition C46H43Cl2N3O4PRuS2 (wB97M-V/def2-TZVPD).

Structure (XYZ):
```
102
Properties=species:S:1:pos:R:3
Ru -0.23 0.27 0.16
O 0.85 -1.46 -1.35
S 1.97 -2.17 -2.09
C 1.49 -2.38 -3.85
C 0.98 -1.12 -4.55
C -0.51 -0.90 -4.33
C -0.93 0.51 -4.74
S -1.33 1.53 -3.25
O -0.57 0.89 -2.11
C -3.06 1.09 -3.14
C -3.49 -0.23 -2.98
C -4.85 -0.49 -2.87
C -5.77 0.56 -2.92
C -5.34 1.86 -3.10
C -3.98 2.13 -3.21
C 3.32 -1.03 -2.35
C 4.55 -1.58 -2.68
C 5.61 -0.73 -2.97
C 5.43 0.65 -2.91
C 4.19 1.18 -2.56
C 3.13 0.34 -2.27
H 0.74 -3.17 -3.85
H 2.40 -2.77 -4.30
H 1.20 -1.19 -5.62
H 1.53 -0.26 -4.19
H -0.70 -1.04 -3.27
H -1.08 -1.65 -4.88
H -1.83 0.55 -5.36
H -0.13 1.05 -5.25
H -2.79 -1.05 -2.97
H -5.19 -1.51 -2.75
H -6.83 0.35 -2.84
H -6.06 2.67 -3.17
H -3.62 3.15 -3.35
H 4.68 -2.66 -2.73
H 6.58 -1.13 -3.23
H 6.26 1.31 -3.14
H 4.05 2.26 -2.52
H 2.16 0.73 -1.99
N 1.09 -0.61 3.21
P 1.65 -0.78 1.60
C 3.24 0.12 1.70
C 3.29 1.43 1.25
C 4.44 2.19 1.42
C 5.55 1.64 2.02
C 5.51 0.33 2.48
C 4.36 -0.43 2.33
C 2.10 -2.53 1.57
C 3.22 -2.99 0.88
C 3.49 -4.35 0.82
C 2.62 -5.26 1.42
C 1.49 -4.80 2.09
C 1.23 -3.45 2.16
C 0.00 0.16 3.53
C -0.18 0.63 4.84
C -1.31 1.35 5.14
C -2.26 1.58 4.14
C -2.00 1.08 2.89
N -0.89 0.40 2.56
H 1.76 -0.75 3.94
H 2.42 1.87 0.77
H 4.46 3.22 1.07
H 6.46 2.22 2.14
H 6.38 -0.11 2.96
H 4.33 -1.44 2.72
H 3.91 -2.29 0.42
H 4.37 -4.71 0.30
H 2.83 -6.32 1.37
H 0.82 -5.51 2.56
H 0.35 -3.09 2.69
H 0.56 0.41 5.60
H -1.46 1.72 6.15
H -3.18 2.12 4.34
H -2.73 1.19 2.10
Cl -2.95 7.28 1.98
C -2.10 5.85 1.63
C -0.77 5.72 2.05
C -0.08 4.59 1.74
Cl 1.53 4.39 2.24
C -0.69 3.49 0.97
O -0.02 2.52 0.61
C -2.10 3.65 0.65
C -2.86 2.58 -0.01
O -2.49 1.45 -0.18
C -2.76 4.81 0.94
H -0.30 6.51 2.61
H -3.87 2.87 -0.35
H -3.80 4.92 0.66
N -1.86 -1.50 -0.03
C -2.79 -1.85 1.00
C -3.95 -1.12 1.17
C -4.84 -1.44 2.19
C -4.57 -2.50 3.04
C -3.41 -3.24 2.86
C -2.52 -2.92 1.84
H -1.22 -2.24 -0.28
H -2.30 -1.10 -0.84
H -4.17 -0.30 0.48
H -5.75 -0.87 2.31
H -5.26 -2.75 3.84
H -3.20 -4.08 3.51
H -1.63 -3.52 1.69
```

For the total energy, the calculation gives -119632.50208 eV. As for the multiplicity: 6. The charge is +2. As for the orbital gap (alpha / beta): 7.09 / 5.17 eV.


(3)
Entry from OMol25: a structure of composition C46H43F5N10O2S3TeTi (wB97M-V/def2-TZVPD).

Structure (XYZ):
```
111
Properties=species:S:1:pos:R:3
Ti 1.28 1.70 0.35
N 1.17 0.07 1.37
S 0.20 -0.71 2.17
N -0.16 -2.16 1.52
S -1.24 -2.32 0.41
N -1.46 -1.24 -0.68
S -0.28 -0.49 -1.52
N 0.19 0.80 -0.95
C 0.94 -1.73 -1.89
C 0.72 -2.59 -2.97
C 1.65 -3.57 -3.23
C 2.79 -3.70 -2.45
C 2.99 -2.84 -1.37
C 2.07 -1.85 -1.08
C -1.09 -0.19 -3.05
C -2.29 -0.81 -3.40
C -2.83 -0.54 -4.64
C -2.17 0.31 -5.53
C -0.97 0.90 -5.17
C -0.42 0.66 -3.92
C -2.85 -2.50 1.11
C -3.90 -1.69 0.72
C -5.13 -1.88 1.33
C -5.28 -2.86 2.30
C -4.21 -3.66 2.68
C -2.98 -3.48 2.09
C -0.86 -3.89 -0.29
C 0.31 -4.56 0.03
C 0.56 -5.78 -0.59
C -0.36 -6.30 -1.49
C -1.53 -5.61 -1.80
C -1.79 -4.39 -1.19
C 0.87 -1.18 3.72
C 1.38 -0.13 4.47
C 1.93 -0.41 5.71
C 1.96 -1.72 6.17
C 1.46 -2.76 5.41
C 0.90 -2.50 4.16
C -1.36 0.05 2.58
C -1.93 1.00 1.74
C -3.17 1.53 2.06
C -3.83 1.10 3.20
C -3.27 0.13 4.02
C -2.03 -0.39 3.72
H -0.14 -2.48 -3.60
H 1.50 -4.23 -4.08
H 3.52 -4.45 -2.68
H 3.88 -2.94 -0.76
H 2.21 -1.20 -0.23
H -2.79 -1.46 -2.70
H -3.77 -1.00 -4.93
H -2.60 0.50 -6.50
H -0.46 1.55 -5.86
H 0.51 1.13 -3.63
H -3.76 -0.93 -0.03
H -5.97 -1.26 1.05
H -6.25 -3.01 2.77
H -4.34 -4.43 3.43
H -2.13 -4.10 2.37
H 1.02 -4.13 0.73
H 1.46 -6.32 -0.36
H -0.16 -7.25 -1.97
H -2.24 -6.02 -2.50
H -2.70 -3.85 -1.41
H 1.37 0.89 4.09
H 2.32 0.40 6.31
H 2.39 -1.93 7.14
H 1.49 -3.77 5.78
H 0.49 -3.29 3.56
H -1.43 1.32 0.83
H -3.61 2.28 1.42
H -4.80 1.52 3.45
H -3.79 -0.20 4.91
H -1.58 -1.13 4.37
N 4.91 2.48 3.37
C 4.34 1.99 2.28
N 5.07 1.42 1.33
O 3.06 1.98 2.16
H 5.91 2.60 3.44
H 4.32 2.92 4.06
H 6.08 1.40 1.37
H 4.60 1.16 0.47
N 2.88 1.25 -0.79
C 3.17 1.29 -1.93
C 3.44 1.36 -3.26
C 3.05 0.24 -4.05
N 2.68 -0.66 -4.67
C 3.97 2.56 -3.81
N 4.40 3.54 -4.22
C 0.49 5.29 -3.52
C -0.61 5.10 -2.45
C -0.86 6.42 -1.70
C -1.89 4.55 -3.08
C -0.11 4.12 -1.48
N 0.28 3.35 -0.73
H 0.14 6.03 -4.24
H 0.68 4.35 -4.05
H 1.42 5.64 -3.08
H -1.16 7.18 -2.42
H 0.04 6.76 -1.19
H -1.66 6.30 -0.97
H -2.22 5.24 -3.86
H -2.69 4.47 -2.34
H -1.73 3.57 -3.53
F 2.51 3.47 0.48
Te 1.80 3.87 2.36
F 3.36 4.82 2.54
F 0.67 4.80 3.50
F 2.26 3.20 4.08
F 1.22 5.27 1.27
O 0.54 2.62 1.89
```

For the total energy, the calculation gives -143881.24467 eV. The charge is +2. As for the orbital gap: 7.12 eV.


(4)
Entry from OMol25: a structure of composition C46H43MgN5P2S (wB97M-V/def2-TZVPD).

Structure (XYZ):
```
98
Properties=species:S:1:pos:R:3
Mg 0.28 0.43 0.11
C 1.59 3.19 5.47
C 2.45 3.31 4.22
N 2.59 2.06 3.49
C 1.67 1.55 2.65
S 2.04 0.02 1.92
N 0.59 2.33 2.49
N -0.25 1.86 1.53
C -1.39 2.43 1.39
C -1.88 3.58 2.22
C -2.25 1.88 0.30
C -3.50 2.42 0.03
C -4.29 1.85 -0.95
C -3.82 0.75 -1.65
C -2.56 0.27 -1.33
N -1.79 0.81 -0.38
H 1.57 4.13 6.02
H 1.96 2.41 6.13
H 0.56 2.94 5.19
H 3.46 3.63 4.49
H 2.04 4.05 3.55
H 3.35 1.44 3.72
H -1.08 3.90 2.88
H -2.74 3.28 2.82
H -2.19 4.42 1.59
H -3.85 3.27 0.60
H -5.27 2.25 -1.17
H -4.39 0.28 -2.43
H -2.14 -0.57 -1.87
C -0.73 -3.86 -0.07
C 0.50 -3.60 -0.95
P 0.80 -1.84 -1.41
C -0.10 -1.70 -3.00
C -1.15 -2.55 -3.35
C -1.87 -2.34 -4.52
C -1.55 -1.29 -5.36
C -0.51 -0.43 -5.02
C 0.21 -0.63 -3.85
C 2.53 -1.88 -1.97
C 3.47 -1.04 -1.39
C 4.80 -1.08 -1.81
C 5.18 -1.95 -2.81
C 4.25 -2.79 -3.40
C 2.93 -2.75 -2.99
C -0.52 -3.50 1.41
P -1.15 -1.84 1.86
C -0.78 -1.73 3.65
C -0.42 -2.82 4.43
C -0.19 -2.66 5.80
C -0.33 -1.41 6.38
C -0.68 -0.32 5.60
C -0.89 -0.48 4.24
C -2.97 -2.10 1.93
C -3.78 -0.97 1.78
C -5.16 -1.06 1.86
C -5.77 -2.29 2.09
C -4.98 -3.42 2.23
C -3.60 -3.33 2.16
H -0.97 -4.93 -0.13
H -1.61 -3.34 -0.46
H 0.43 -4.17 -1.88
H 1.40 -3.94 -0.45
H -1.42 -3.37 -2.71
H -2.68 -3.02 -4.78
H -2.11 -1.13 -6.27
H -0.25 0.40 -5.67
H 1.00 0.06 -3.58
H 3.18 -0.34 -0.61
H 5.52 -0.42 -1.35
H 6.22 -1.98 -3.14
H 4.54 -3.47 -4.19
H 2.19 -3.39 -3.47
H 0.54 -3.51 1.67
H -0.99 -4.26 2.04
H -0.32 -3.81 4.00
H 0.09 -3.52 6.40
H -0.15 -1.29 7.44
H -0.77 0.66 6.05
H -1.12 0.39 3.63
H -3.31 -0.01 1.59
H -5.76 -0.17 1.74
H -6.84 -2.36 2.15
H -5.44 -4.38 2.41
H -3.01 -4.23 2.28
N 4.95 5.91 -7.06
C 4.41 5.30 -6.24
C 3.74 4.53 -5.22
C 2.36 4.37 -5.27
C 1.72 3.63 -4.28
C 2.44 3.05 -3.24
C 3.83 3.23 -3.20
C 4.47 3.96 -4.18
C 1.78 2.28 -2.23
C 1.23 1.59 -1.38
H 1.80 4.82 -6.07
H 0.65 3.50 -4.31
H 4.39 2.78 -2.39
H 5.55 4.10 -4.15
```

For the total energy, the calculation gives -90709.97916 eV. As for the orbital gap: 7.46 eV.